No. 1
Here is a molecular structure, C42H42O2P2Pb at a distorted geometry from the Open Molecules 2025 dataset. Energies are from ωB97M-V/def2-TZVPD.

Last column: Löwdin charge in e.
Atoms and positions in Å:
Pb: 1.898 3.733 -0.219  1.6329
C: 5.554 1.028 2.145  -0.1035
C: 4.874 -0.010 1.642  -0.1087
C: 3.971 -0.978 2.346  -0.1987
C: 2.503 -0.503 2.505  -0.1937
C: 2.310 0.638 3.459  -0.1266
C: 3.238 1.316 4.144  -0.1070
C: 4.617 0.870 4.544  -0.1915
C: 5.718 1.388 3.593  -0.1776
C: 1.056 4.768 1.541  -0.1762
H: 6.090 1.709 1.467  0.1078
H: 4.906 -0.165 0.552  0.0983
H: 4.366 -1.288 3.317  0.1018
H: 3.926 -1.876 1.716  0.1094
H: 2.080 -0.273 1.506  0.0827
H: 1.909 -1.357 2.873  0.1168
H: 1.266 0.958 3.535  0.0927
H: 2.977 2.293 4.566  0.1012
H: 4.690 -0.214 4.701  0.1049
H: 4.821 1.331 5.523  0.1177
H: 5.752 2.491 3.645  0.0931
H: 6.679 1.017 3.983  0.1261
H: 1.521 5.765 1.600  0.0505
H: 1.273 4.137 2.419  0.0411
H: -0.022 4.881 1.345  0.0321
P: -2.340 -2.179 -3.446  1.0993
P: -4.562 -1.346 -1.328  1.1095
C: -2.770 -3.290 -2.085  -0.3172
C: -3.863 -3.019 -1.325  -0.3255
C: -2.469 -3.340 -4.882  -0.3750
C: -2.421 -4.735 -4.754  -0.0864
C: -2.424 -5.552 -5.891  -0.0563
C: -2.580 -4.992 -7.159  -0.0520
C: -2.753 -3.608 -7.287  -0.0612
C: -2.697 -2.789 -6.159  -0.0987
C: -0.547 -2.051 -3.034  -0.3682
C: -0.245 -1.336 -1.860  -0.1089
C: 1.083 -1.183 -1.463  -0.0800
C: 2.107 -1.746 -2.240  -0.0621
C: 1.799 -2.477 -3.390  -0.0560
C: 0.472 -2.631 -3.802  -0.0605
C: -6.342 -1.903 -1.184  -0.3544
C: -6.877 -2.601 -2.281  -0.1029
C: -8.162 -3.140 -2.221  -0.0586
C: -8.940 -2.965 -1.068  -0.0489
C: -8.426 -2.248 0.017  -0.0532
C: -7.136 -1.706 -0.046  -0.0709
C: -4.220 -0.825 0.400  -0.3988
C: -4.424 0.534 0.712  -0.1086
C: -4.307 0.962 2.032  -0.0740
C: -3.949 0.053 3.035  -0.0609
C: -3.670 -1.277 2.709  -0.0583
C: -3.777 -1.714 1.386  -0.0813
H: -2.097 -4.139 -1.897  0.1001
H: -4.378 -3.771 -0.708  0.1053
H: -2.382 -5.190 -3.770  0.0935
H: -2.308 -6.631 -5.775  0.1172
H: -2.581 -5.630 -8.042  0.1184
H: -2.929 -3.175 -8.272  0.1164
H: -2.829 -1.713 -6.261  0.1031
H: -1.055 -0.923 -1.254  0.0946
H: 1.317 -0.626 -0.556  0.0771
H: 3.149 -1.608 -1.936  0.1113
H: 2.598 -2.931 -3.981  0.1189
H: 0.228 -3.208 -4.695  0.1114
H: -6.269 -2.744 -3.172  0.1031
H: -8.557 -3.700 -3.070  0.1164
H: -9.942 -3.391 -1.019  0.1180
H: -9.027 -2.112 0.919  0.1171
H: -6.747 -1.157 0.807  0.1020
H: -4.690 1.237 -0.079  0.1072
H: -4.507 2.004 2.284  0.1118
H: -3.880 0.382 4.073  0.1151
H: -3.376 -1.990 3.481  0.1164
H: -3.534 -2.744 1.126  0.0992
O: 3.292 6.066 -0.100  -0.0413
C: 4.122 5.368 0.534  -0.5902
O: 4.094 4.052 0.514  -0.2054
C: 5.126 5.920 1.514  -0.1470
C: 5.148 5.312 2.772  -0.0456
C: 6.085 5.688 3.743  -0.0627
C: 7.059 6.647 3.448  -0.0563
C: 7.056 7.245 2.184  -0.0527
C: 6.086 6.905 1.223  -0.0020
H: 4.419 4.523 2.996  0.1038
H: 6.056 5.206 4.722  0.1106
H: 7.801 6.916 4.209  0.1192
H: 7.839 7.972 1.955  0.1165
H: 6.078 7.388 0.247  0.1240

LUMO (spin up / spin down) in eV: -8.23 / -9.66
Calculated total energy in eV: -72135.84847
Max |F| in Eh/bohr: 0.061
Total charge: +2
Highest occupied orbital energy (spin up / spin down) in eV: -12.9 / -12.9

=====

No. 2
Here is a molecular structure, C42H43AsIN5S3Tc from the Open Molecules 2025 dataset. Energies are from ωB97M-V/def2-TZVPD.

Last column: Löwdin charge in e.
Atoms and positions in Å:
Tc: -1.213 -1.106 0.155  0.9598
I: -1.936 0.238 2.445  1.1275
C: -3.596 -1.097 2.588  -0.5505
C: -4.229 -1.252 3.783  -0.1211
C: -5.378 -2.066 3.837  -0.0472
C: -5.867 -2.625 2.692  -0.0060
C: -5.204 -2.467 1.451  -0.1545
C: -5.730 -3.025 0.262  -0.0043
C: -5.049 -2.913 -0.917  -0.0528
C: -3.787 -2.291 -0.944  -0.1604
C: -3.240 -1.708 0.175  -0.3318
C: -3.984 -1.735 1.389  -0.2613
H: -3.882 -0.745 4.674  0.1064
H: -5.875 -2.219 4.785  0.1197
H: -6.776 -3.213 2.711  0.1263
H: -6.686 -3.531 0.313  0.1260
H: -5.465 -3.316 -1.830  0.1188
H: -3.228 -2.292 -1.873  0.0907
S: 0.414 1.628 0.606  0.6079
C: 1.791 1.349 1.508  -0.6477
N: 2.340 2.280 2.279  -0.0763
C: 3.491 1.939 3.110  -0.0905
C: 4.408 1.023 2.343  -0.0848
N: 3.662 -0.151 1.907  -0.0814
C: 4.406 -1.415 1.882  -0.1116
C: 5.398 -1.470 0.741  -0.2153
C: 6.764 -1.439 0.995  -0.0407
C: 7.673 -1.510 -0.051  -0.0629
C: 7.223 -1.600 -1.358  -0.0655
C: 5.859 -1.623 -1.619  -0.0638
C: 4.951 -1.559 -0.575  -0.0411
C: 2.424 -0.015 1.453  -0.6367
S: 1.564 -1.308 0.829  0.7259
C: 1.858 3.670 2.323  -0.1043
C: 2.483 4.503 1.221  -0.2093
C: 1.777 4.790 0.058  -0.0535
C: 2.375 5.512 -0.965  -0.0624
C: 3.684 5.950 -0.835  -0.0645
C: 4.388 5.683 0.330  -0.0619
C: 3.790 4.964 1.353  -0.0424
H: 3.142 1.459 4.030  0.1497
H: 4.020 2.850 3.376  0.1259
H: 5.234 0.698 2.973  0.1420
H: 4.829 1.545 1.479  0.1539
H: 3.689 -2.229 1.808  0.0894
H: 4.931 -1.497 2.834  0.1329
H: 7.128 -1.380 2.015  0.1147
H: 8.734 -1.499 0.157  0.1127
H: 7.932 -1.660 -2.173  0.1124
H: 5.502 -1.697 -2.637  0.1100
H: 3.890 -1.596 -0.786  0.0791
H: 2.124 4.070 3.301  0.1381
H: 0.774 3.663 2.230  0.1003
H: 0.749 4.470 -0.037  0.0825
H: 1.817 5.736 -1.865  0.1096
H: 4.149 6.515 -1.631  0.1130
H: 5.404 6.037 0.445  0.1129
H: 4.342 4.790 2.270  0.1084
C: -1.782 2.655 -1.211  -0.3232
As: -2.108 0.745 -1.391  1.0854
C: -4.046 0.894 -1.442  -0.2450
C: -1.581 0.395 -3.260  -0.2912
C: -2.254 1.330 -4.215  -0.3252
C: -1.654 2.532 -4.584  -0.0606
C: -2.286 3.389 -5.472  -0.0646
C: -3.524 3.056 -6.002  -0.0664
C: -4.128 1.859 -5.643  -0.0631
C: -3.499 1.004 -4.752  -0.0627
H: -2.487 3.161 -1.868  0.0451
H: -0.770 2.919 -1.501  0.0022
H: -1.957 2.971 -0.184  0.0215
H: -4.307 1.692 -2.134  0.0415
H: -4.392 1.163 -0.443  0.0469
H: -4.535 -0.026 -1.745  0.0238
H: -1.841 -0.644 -3.464  0.0647
H: -0.495 0.490 -3.293  0.0869
H: -0.675 2.783 -4.192  0.1129
H: -1.806 4.315 -5.760  0.1110
H: -4.015 3.723 -6.697  0.1118
H: -5.086 1.586 -6.065  0.1119
H: -3.962 0.060 -4.486  0.1138
S: 0.392 -3.756 -3.293  0.7809
C: -0.222 -2.833 -2.185  -0.8975
N: -0.703 -2.116 -1.354  -0.1904
C: -2.075 -6.304 2.136  0.0174
N: -1.477 -4.982 2.054  -0.0977
C: -0.582 -4.438 2.939  -0.0213
C: -0.334 -3.173 2.505  -0.1785
N: -1.067 -2.941 1.364  -0.1093
C: -1.743 -4.059 1.126  -0.1231
H: -1.357 -7.008 2.548  0.1032
H: -2.370 -6.637 1.144  0.1020
H: -2.956 -6.287 2.776  0.1034
H: -0.197 -4.979 3.785  0.1353
H: 0.319 -2.434 2.928  0.0652
H: -2.425 -4.220 0.308  0.1430

LUMO (spin up / spin down) in eV: -5.94 / -6.76
⟨S²⟩: 3.809
Calculated total energy in eV: -155333.81856
Spin multiplicity: 4
Max |F| in Eh/bohr: 0.017
Total charge: +2
Highest occupied orbital energy (spin up / spin down) in eV: -13.0 / -12.9

=====

No. 3
Here is a molecular structure, C42H43BrEuFI2N3OP2S3 at a distorted geometry from the Open Molecules 2025 dataset. Energies are from ωB97M-V/def2-TZVPD.

Last column: Löwdin charge in e.
Atoms and positions in Å:
Eu: -0.488 0.179 0.842  1.3916
S: 4.305 -1.417 -0.540  0.2784
C: 2.702 -0.962 -0.290  -1.8036
S: 1.739 -2.148 0.761  0.4396
S: 2.069 0.536 -0.752  0.2608
I: -2.864 -2.765 -1.395  0.7544
C: -3.211 -1.609 0.359  -0.6547
C: -4.222 -0.711 -0.008  -0.3420
C: -4.963 0.026 0.879  -0.1450
C: -4.511 0.030 2.186  -0.0957
C: -3.252 -0.545 2.555  -0.2084
C: -2.527 -0.132 3.731  -0.1684
C: -1.344 -0.760 4.052  -0.1735
C: -0.763 -1.798 3.207  -0.3022
C: -1.575 -2.406 2.209  -0.4442
C: -2.697 -1.662 1.728  -0.2893
H: -4.472 -0.640 -1.061  0.0302
H: -5.841 0.555 0.605  0.0807
H: -4.974 0.627 2.929  0.0759
H: -2.894 0.806 4.202  0.0796
H: -0.673 -0.433 4.870  0.0833
H: 0.250 -2.220 3.430  0.0523
C: -0.279 -4.699 3.357  -0.2585
P: -1.274 -4.201 1.915  0.9045
C: -2.893 -4.973 2.166  -0.2170
C: -0.370 -4.929 0.440  -0.3820
C: 1.112 -5.357 0.464  -0.4919
P: 2.385 -4.101 0.301  0.5872
C: 2.584 -3.960 -1.432  -0.3287
C: 3.968 -4.509 1.163  -0.2615
H: -0.229 -5.812 3.430  0.0338
H: -0.872 -4.331 4.237  0.0628
H: 0.742 -4.225 3.395  0.0500
H: -3.029 -6.007 1.883  0.0220
H: -3.709 -4.398 1.636  0.0638
H: -3.074 -4.904 3.240  0.0489
H: -0.537 -4.254 -0.381  -0.0320
H: -1.000 -5.767 0.011  0.0561
H: 1.449 -6.035 -0.369  0.0214
H: 1.429 -5.866 1.411  0.0467
H: 3.132 -4.864 -1.784  0.0534
H: 3.077 -3.053 -1.770  -0.0402
H: 1.557 -3.940 -1.961  0.0859
H: 4.024 -5.610 1.248  0.0157
H: 3.903 -4.021 2.198  0.0629
H: 4.888 -4.095 0.656  0.0365
C: 3.120 5.055 -4.566  -0.0784
C: 2.134 4.074 -4.993  -0.3057
C: 1.133 4.292 -5.914  -0.0809
C: 0.428 3.261 -6.458  -0.0543
C: 0.543 1.947 -5.986  -0.2581
N: -0.120 0.898 -6.651  0.1142
C: -0.357 -0.438 -6.174  -0.4765
O: -0.219 -1.403 -6.902  0.0533
N: -0.672 -0.579 -4.796  0.1205
C: -1.322 0.319 -3.959  -0.2552
C: -2.145 1.353 -4.332  -0.0133
C: -2.699 2.144 -3.312  -0.0501
C: -2.571 1.776 -1.972  -0.1160
N: -1.672 0.818 -1.581  0.0080
C: -1.139 0.088 -2.575  -0.1642
C: 1.522 1.712 -5.017  -0.0249
C: 2.316 2.709 -4.586  -0.0245
H: 2.798 6.129 -4.791  0.0999
H: 4.036 4.826 -5.149  0.0906
H: 3.387 4.879 -3.516  0.0846
H: 0.788 5.333 -6.146  0.1225
H: -0.241 3.430 -7.285  0.1007
H: -0.264 0.904 -7.649  0.1362
H: -0.446 -1.576 -4.460  0.1912
H: -2.405 1.611 -5.337  0.1053
H: -3.280 2.995 -3.571  0.0879
H: -3.045 2.342 -1.139  0.1189
H: -0.524 -0.755 -2.317  0.0588
H: 1.517 0.707 -4.549  0.1272
H: 3.138 2.520 -3.886  0.1255
F: -2.694 6.252 1.016  -0.0014
C: -2.245 4.951 1.032  -0.2907
C: -2.844 4.123 1.977  -0.0377
C: -2.134 2.994 2.360  -0.1752
C: -1.070 2.548 1.536  -0.6064
C: -0.641 3.309 0.462  -0.2917
C: -1.240 4.552 0.177  -0.0412
H: -3.703 4.467 2.538  0.1014
H: -2.428 2.478 3.269  0.0638
H: 0.188 2.921 -0.111  0.0456
H: -0.935 5.238 -0.602  0.1027
Br: 3.461 5.177 4.394  0.6303
C: 3.442 3.337 4.985  -0.7036
C: 4.423 2.918 5.906  -0.1536
C: 4.208 1.756 6.594  -0.1161
C: 3.144 0.925 6.224  -0.0989
C: 2.396 1.159 5.077  -0.1542
C: 2.441 2.474 4.565  -0.7421
I: 1.107 2.774 3.007  1.2346
H: 5.190 3.605 6.267  0.0934
H: 4.791 1.489 7.440  0.0854
H: 2.888 0.132 6.907  0.0924
H: 1.741 0.413 4.595  0.0798

LUMO (spin up / spin down) in eV: 3.67 / 3.69
⟨S²⟩: 15.768
Calculated total energy in eV: -210134.23337
Spin multiplicity: 8
Max |F| in Eh/bohr: 0.088
Total charge: -2
Highest occupied orbital energy (spin up / spin down) in eV: 1.5 / 0.1

=====

Question: What is the total charge in the second record?
Answer: +2

=====

Question: What is the formula in the first record?
Answer: C42H42O2P2Pb